Entry from the OMol25 dataset: a 7-piece molecular cluster, C17H28ClNO30S6 overall in a non-equilibrium geometry (ωB97M-V/def2-TZVPD).

Each line ends with the Mulliken charge.
Cartesian coordinates (Å):
O -0.05524 0.57807 2.67730  -0.36
N -0.52918 1.12668 1.76687  0.11
O -1.81604 1.57369 2.16568  -0.20
C -2.12020 2.73130 1.41705  0.11
O -1.41563 3.75479 2.20269  -0.37
C -2.29292 4.28376 3.09335  0.56
O -2.11478 5.19439 3.84192  -0.55
O -3.48701 3.58895 2.96898  -0.41
C -3.52309 3.32169 1.56713  0.33
C -4.75120 2.48869 1.25255  -1.15
C -4.68644 1.04688 1.72737  0.49
O -4.02873 0.17966 1.25529  -0.42
Cl -5.76155 0.64919 3.11730  -0.21
H -1.59817 2.81007 0.46443  0.72
H -3.47572 4.22798 0.97076  0.44
H -5.02390 2.49251 0.19561  0.39
H -5.58434 2.96402 1.77453  0.50
O -0.40676 -4.12935 -2.04560  -0.45
S -1.43540 -3.73766 -1.14963  1.15
O -2.70989 -4.36364 -1.13400  -0.62
O -1.64094 -2.15054 -1.29837  -0.31
C -1.45450 -1.50978 -0.02873  -0.27
C -0.48246 -2.39783 0.71692  -0.32
O -0.86476 -3.73340 0.35192  -0.34
H -2.42146 -1.46629 0.47466  0.23
H -1.07306 -0.50166 -0.16637  0.39
H -0.53586 -2.26364 1.79442  0.38
H 0.54008 -2.23529 0.38140  0.26
O 1.59339 -3.48057 -1.20735  -0.31
S 2.86495 -3.74189 -1.78000  0.91
O 3.07871 -3.68469 -3.17992  -0.61
O 3.38042 -5.15507 -1.22561  -0.25
C 4.64619 -4.99725 -0.57001  -0.29
C 4.63203 -3.57966 -0.04011  -0.42
O 3.97267 -2.81960 -1.05983  -0.34
H 5.43478 -5.13845 -1.31122  0.30
H 4.75772 -5.73606 0.21891  0.33
H 5.63055 -3.19095 0.13961  0.33
H 4.04173 -3.50320 0.87647  0.26
O -2.05201 1.13643 -5.03759  -0.50
S -1.48945 0.23711 -5.98158  1.07
O -1.11063 0.65475 -7.28254  -0.55
O -2.46172 -1.03517 -6.10115  -0.34
C -1.74067 -2.23444 -5.78541  -0.34
C -0.66703 -1.79370 -4.81683  -0.08
O -0.24345 -0.51117 -5.30586  -0.30
H -1.30871 -2.62702 -6.70838  0.31
H -2.40763 -2.97666 -5.35464  0.32
H 0.17134 -2.48421 -4.77990  0.35
H -1.06931 -1.65857 -3.81123  0.08
O 1.86874 4.61507 7.18474  -0.54
S 1.72130 6.02568 7.18062  1.10
O 2.65401 6.88220 7.81815  -0.53
O 0.24343 6.37651 7.70584  -0.33
C -0.45992 7.13856 6.71795  -0.32
C 0.12899 6.69612 5.39717  -0.24
O 1.52932 6.52267 5.66719  -0.33
H -0.27007 8.19804 6.90538  0.28
H -1.52799 6.94660 6.77891  0.31
H -0.01874 7.42740 4.60741  0.33
H -0.27874 5.73863 5.08326  0.26
O 5.99172 -8.83628 -3.25207  -0.55
S 5.67069 -8.77231 -1.87391  1.12
O 6.45021 -8.03569 -0.94363  -0.54
O 5.48744 -10.27087 -1.32839  -0.30
C 4.17603 -10.43284 -0.77374  -0.35
C 3.30834 -9.45554 -1.53902  -0.35
O 4.14240 -8.30564 -1.72384  -0.23
H 4.21978 -10.17950 0.28767  0.28
H 3.84261 -11.46104 -0.88639  0.31
H 2.40373 -9.18748 -1.00020  0.34
H 3.04230 -9.84503 -2.52396  0.27
O -0.62415 4.72322 -0.92437  -0.57
S -1.83875 5.42612 -1.12338  1.24
O -3.10423 4.78471 -1.03183  -0.60
O -1.75856 6.20598 -2.51562  -0.28
C -1.95490 7.61099 -2.30486  -0.41
C -1.44409 7.86420 -0.90236  -0.34
O -1.85385 6.70626 -0.15992  -0.25
H -3.02286 7.82295 -2.38476  0.29
H -1.41578 8.18448 -3.05380  0.31
H -1.85925 8.76641 -0.46230  0.30
H -0.35380 7.91624 -0.87718  0.31

The calculation puts the molar mass at 954.24 g/mol. The structure (SMILES) is O=NO[C@@H]1OC(=O)O[C@@H]1CC(=O)Cl.O=S1(=O)OCCO1.O=S1(=O)OCCO1.O=S1(=O)OCCO1.O=S1(=O)OCCO1.O=S1(=O)OCCO1.O=S1(=O)OCCO1. As for the LUMO energy: -0.681 eV. As for the total energy: -5825.620925 hartree.